1.
{
  "formula": "C6H10",
  "method": "ωB97M-V with the def2-TZVPD basis set",
  "species": ["C", "C", "C", "C", "C", "C", "H", "H", "H", "H", "H", "H", "H", "H", "H", "H"],
  "positions_angstrom": [[2.630, 0.184, 0.696], [1.742, -0.557, -0.244], [0.405, -0.753, -0.132], [-0.455, -0.756, 1.007], [-1.837, -0.220, 0.797], [-2.168, 0.651, -0.420], [2.569, 1.250, 0.431], [2.305, 0.084, 1.739], [3.681, -0.108, 0.582], [-0.048, -0.936, -1.112], [2.187, -0.825, -1.203], [-2.068, 0.321, 1.727], [-2.528, -1.081, 0.854], [-2.130, 0.084, -1.356], [-3.171, 1.084, -0.336], [-1.451, 1.476, -0.499]],
  "homo_ev": [-7.6413, -7.9068],
  "orbital_gap_ev": [7.397, 7.597]
}

---

2.
{
  "formula": "C4H12",
  "method": "ωB97M-V with the def2-TZVPD basis set",
  "species": ["C", "C", "H", "H", "H", "H", "H", "H", "C", "C", "H", "H", "H", "H", "H", "H"],
  "positions_angstrom": [[-0.119, -2.267, 0.285], [-0.848, -1.792, 1.539], [0.183, -1.415, -0.311], [0.777, -2.821, 0.554], [-0.767, -2.911, -0.307], [-1.220, -2.605, 2.170], [-1.627, -1.082, 1.279], [-0.152, -1.248, 2.182], [1.119, 1.606, -0.872], [-0.132, 2.469, -0.941], [0.901, 0.697, -0.301], [1.460, 1.253, -1.847], [1.974, 2.087, -0.377], [0.088, 3.526, -1.076], [-0.704, 2.395, -0.010], [-0.770, 2.134, -1.757]],
  "homo_ev": -11.7410,
  "orbital_gap_ev": 12.848,
  "smiles": "CC.CC"
}

---

3.
{
  "formula": "C3H2N2O3",
  "method": "ωB97M-V with the def2-TZVPD basis set",
  "species": ["O", "C", "C", "N", "O", "C", "N", "O", "H", "H"],
  "positions_angstrom": [[-0.221, -0.302, -1.816], [-0.352, 0.053, -0.636], [-1.801, -0.037, 0.025], [-1.614, -0.091, 1.324], [-0.249, 0.288, 1.693], [0.421, 0.190, 0.537], [1.709, -0.007, 0.702], [2.660, 0.043, -0.400], [-2.755, 0.143, -0.306], [2.202, -0.281, -1.123]],
  "homo_ev": -10.5316,
  "orbital_gap_ev": 8.608,
  "smiles": "O=C1C=NO/C1=N/O"
}

---

The following relative energy (zero: lowest compared OMol25 entry of this formula, charge and spin) values (in kJ/mol) correspond, in order, to the records above: 369.2; 9.5; 654.1.